Record 1
C28H84As2F18N7O7P as an isolated structure in a non-equilibrium geometry. Source: the OMol25 dataset; level of theory: ωB97M-V/def2-TZVPD.

- Net charge: +4
- HOMO energy: -16.80 eV
- LUMO: -8.7 eV

Atoms and positions in Å:
As -7.1575 5.8309 19.8864
As -8.6562 4.4621 24.6486
P -6.8359 0.2153 22.7062
F -5.4748 6.0837 19.3687
F -7.4725 -1.1081 23.4264
F -8.1549 0.4209 21.8260
F -8.7593 5.7167 20.6229
F -6.7842 4.0515 19.9447
F -7.5868 1.0768 23.9006
F -6.1686 -0.6828 21.5169
F -9.8803 5.5120 23.8226
F -9.2765 4.9199 26.2872
F -7.3824 3.5216 25.5222
F -7.7385 5.5963 18.2276
F -7.4856 5.8306 24.6981
F -6.6467 6.1128 21.5908
F -7.6190 7.5840 19.6607
F -6.2188 1.5105 22.0060
F -7.9964 3.8846 23.0630
F -9.8688 3.0781 24.6854
F -5.5267 0.0337 23.6651
O -4.2784 4.7327 28.4419
O -14.1508 6.4905 23.6325
O -1.9126 3.8169 24.8296
O -11.6179 3.8096 19.4275
O -7.4351 10.8689 20.9823
O -11.8923 8.6487 27.5557
O -11.5108 -0.5846 25.0206
N -9.3694 0.8309 26.1467
N -4.5798 2.9510 25.0166
N -9.0583 2.7567 20.7094
N -6.8935 5.4477 29.0812
N -8.2395 8.4745 22.4080
N -16.8987 6.4958 23.1346
N -12.8446 11.0013 28.8336
C -4.7980 5.9068 27.7961
C -7.9221 9.6718 24.6425
C -12.7701 8.4481 28.6302
C -10.9368 2.0858 27.6655
C -8.1765 12.0143 20.6127
C -10.7711 0.8017 26.8480
C -7.0027 7.3300 27.3874
C -7.1796 10.7734 22.4338
C -2.8312 4.7870 28.4165
C -10.5945 3.3372 18.6232
C -13.7914 9.5601 30.7419
C -0.5553 3.7823 24.7026
C -16.0239 7.6088 22.5359
C -12.6763 -1.2735 24.5434
C -10.6189 0.9975 19.7599
C -12.7212 9.6624 29.6226
C -9.7606 2.2449 19.3653
C -2.5231 3.4324 23.6271
C -4.5200 4.9073 23.6390
C -11.8201 7.6919 26.4672
C -8.1415 9.8160 23.1390
C -12.9322 5.9095 23.6681
C -14.5842 6.9019 22.3442
C -6.4044 5.9252 27.7243
C -15.9615 8.7512 23.5614
C -11.8457 0.4936 25.8778
C -4.0511 3.4619 23.7399
C -12.3791 4.8385 18.9045
H -3.9414 3.2506 25.7397
H -13.7721 8.2710 28.2393
H -11.4325 1.2831 20.4268
H -12.7318 5.4170 24.6196
H -6.7890 6.1838 29.7648
H -8.5880 0.7915 26.7855
H -2.2149 2.4758 23.2052
H -9.1118 10.2425 22.8849
H -11.1891 0.5418 18.9504
H -4.5025 1.9452 24.9674
H -8.0688 7.2432 27.1776
H -12.5139 7.5189 29.1392
H -14.5754 6.1204 21.5844
H -9.2807 0.0050 25.5721
H -14.8196 9.4100 30.4126
H -4.3776 6.7913 28.2747
H -12.8737 5.1318 22.9066
H -8.7781 2.0467 21.3708
H -11.1672 7.9694 25.6397
H -9.9596 4.1279 18.2236
H -13.7508 10.3610 31.4801
H -9.1040 7.9700 22.5432
H -13.9058 7.6120 21.8713
H -4.6120 2.9954 22.9301
H -8.0318 8.6915 21.4437
H -6.8304 5.1954 27.0358
H -8.6893 9.1589 25.2226
H -9.4072 1.5929 25.4848
H -10.6134 -0.0319 27.5323
H -7.9601 10.6702 25.0783
H -12.7844 0.2987 26.3964
H -9.1129 12.0125 21.1707
H -7.2920 11.6851 23.0205
H -11.8898 5.8004 18.7513
H -13.1631 5.0859 19.6201
H -12.3690 -1.9834 23.7755
H -9.6716 3.3951 21.1957
H -6.9685 9.2029 24.8852
H -12.8575 4.5008 17.9852
H -6.1263 10.6108 22.6625
H -8.2236 3.2925 20.5189
H -15.3136 9.4959 23.0993
H -4.1528 5.3673 22.7216
H -16.3564 6.0096 23.8342
H -0.1941 4.2423 23.7828
H -0.0645 4.3883 25.4642
H -11.9965 1.2808 25.1391
H -4.4687 5.9823 26.7598
H -13.3837 -0.5195 24.1983
H -12.6380 11.8362 29.3630
H -2.3006 5.0058 27.4899
H -6.7661 8.0132 28.2031
H -11.0811 2.8284 17.7911
H -5.6070 4.9792 23.6753
H -8.3875 12.1462 19.5515
H -12.2260 10.9361 28.0378
H -10.1858 2.1444 28.4534
H -16.9488 9.2129 23.5762
H -4.1518 5.4983 24.4776
H -13.6504 8.6283 31.2897
H -10.9182 2.9517 27.0038
H -11.5250 6.7520 26.9336
H -0.2494 2.7386 24.6311
H -7.4568 7.8706 22.6151
H -17.7781 6.6492 23.6072
H -2.4510 5.3677 29.2569
H -7.6539 12.9513 20.8051
H -6.2181 4.7320 29.3085
H -12.0940 6.5925 23.5307
H -13.7407 11.0438 28.3695
H -16.4340 7.9056 21.5706
H -10.0921 0.2052 20.2916
H -5.5076 3.3039 25.2031
H -7.8533 5.1335 29.0705
H -11.7241 9.6959 30.0618
H -12.7271 7.5752 25.8741
H -6.5384 7.7266 26.4845
H -8.8576 2.0533 18.7856
H -15.5407 8.4529 24.5217
H -2.1512 4.0983 22.8484
H -16.9464 5.8936 22.3251
H -2.6023 3.7370 28.5989
H -13.2223 -1.8719 25.2727
H -11.9061 2.1732 28.1564



Record 2
One molecule with the formula C6H8N2 in a non-equilibrium geometry. Source: the OMol25 dataset; level of theory: ωB97M-V/def2-TZVPD.

- Net charge: 0
- HOMO energy: -8.50 eV
- Energy above the lowest of the compared OMol25 structures with the same formula, charge and spin: 1.231 eV
- LUMO: 1.0 eV
- Structure (SMILES): C/C=C\n1cccn1

Atoms and positions in Å:
N -0.3815 -0.9124 0.0147
N -0.3394 0.3933 0.0108
C -2.4705 -0.0081 0.0445
C -1.6643 -1.1746 -0.0013
C -1.5797 1.0120 -0.0131
C 2.1383 0.5451 0.0157
C 2.6598 -0.8333 0.0021
C 0.9140 1.0777 -0.0333
H -2.0023 -2.1772 -0.1789
H -1.5673 2.0940 -0.0465
H 1.8382 -1.5617 -0.2721
H 3.4808 -0.9533 -0.7311
H 3.1305 -1.1112 0.9648
H 2.9024 1.3242 0.0472
H 0.8331 2.1826 -0.0421
H -3.5545 0.1227 -0.0073



Record 3
One molecule with the formula C5H10NP in a non-equilibrium geometry. Source: the OMol25 dataset; level of theory: ωB97M-V/def2-TZVPD.

- Net charge: 0
- HOMO energy: -8.84 eV
- Energy above the lowest of the compared OMol25 structures with the same formula, charge and spin: 0.936 eV
- LUMO: 0.5 eV
- Structure (SMILES): C=N[C@H](C)/P=C/C

Atoms and positions in Å:
P 0.6870 -1.1792 0.3673
N -1.4310 0.5640 0.4874
C 1.5750 0.1997 0.0712
C -1.1783 -0.5478 -0.3208
C 3.0378 0.3278 0.3209
C -2.1581 -1.6770 -0.0943
C -1.2558 1.7354 0.0627
H -1.7670 -2.6128 -0.4854
H 3.5619 0.5254 -0.6149
H -0.9909 1.9887 -0.9712
H -1.0166 -0.3264 -1.3887
H 3.2363 1.1678 0.9860
H -2.3472 -1.7841 0.9691
H -3.1005 -1.4566 -0.5937
H 1.0905 1.0950 -0.3098
H 3.4475 -0.5756 0.7631
H -1.3905 2.5558 0.7512



Record 4
A 2-piece molecular cluster, C27H52ClN4O9S2 overall in a non-equilibrium geometry. Source: the OMol25 dataset; level of theory: ωB97M-V/def2-TZVPD.

- Net charge: +1
- HOMO energy: -11.20 eV
- LUMO: -3.8 eV

Atoms and positions in Å:
Cl 1.4207 4.6674 -2.3704
S 1.7675 -3.7105 4.7131
S -2.2453 1.6066 3.3942
O 2.1684 -4.1806 3.3255
O 0.7904 3.3838 0.6184
O 3.0325 -3.4222 5.4749
O 3.2824 1.8891 1.1912
O -0.6379 0.1667 -5.6323
O 0.9710 -4.9850 5.4371
O 0.2179 -1.2257 -4.0669
O -3.7695 -2.9755 -0.9984
O -2.7275 -2.5644 1.0820
N 0.1370 0.5855 2.2676
N 3.1927 -0.3503 0.5880
N -1.5460 2.2192 1.8954
N 0.2445 2.1380 0.2504
C 2.1735 -0.8324 3.0074
C 4.4166 -0.0888 -0.1978
C 2.3422 0.8155 0.8728
C -0.0367 -0.9786 -5.2187
C -2.2717 3.2905 1.1411
C 0.2205 -2.2967 0.2284
C -3.8346 -2.7998 0.2240
C -0.7782 -3.5382 -0.1003
C -0.3535 -0.9579 -0.4980
C 1.0586 2.8440 -2.4353
C 0.6570 -2.2428 4.5654
C 0.7423 -0.0138 -1.1334
C 1.5502 -0.9132 4.4922
C -5.2832 -2.8745 0.9080
C -0.8915 0.0901 -7.0422
C -3.8128 3.4587 1.5144
C 0.2127 -1.8895 -6.3905
C 2.0576 2.1127 -1.4114
C -1.8582 -3.7371 1.0532
C 5.7319 -0.1269 0.7551
C 0.0819 -0.9409 -7.5649
C -0.3907 1.6672 1.4732
C 1.3464 2.3987 -3.9719
C 1.2932 1.2200 -0.2786
C 1.6176 0.5208 2.3114
C -3.9644 4.5207 2.7386
C -4.4975 4.2007 0.2389
H 0.7274 3.5082 1.5868
H -0.3218 -0.3178 2.0941
H -0.1315 -2.1642 5.3849
H -4.2954 4.0081 3.7025
H 2.7097 2.9271 -0.9826
H 2.3522 -0.9522 5.2980
H 4.4116 0.8283 -0.8592
H -1.1988 -3.4999 -1.1506
H 0.9027 0.0066 4.7273
H 3.7713 1.6225 2.0014
H -5.4353 -3.9309 1.2908
H -4.4992 3.4606 -0.6255
H -0.5548 -2.6668 -6.4067
H 6.6169 -0.0461 0.0264
H 3.3068 -0.7523 3.1464
H -4.3789 2.4947 1.6954
H 1.6373 -0.6796 -1.4153
H -0.9558 -1.3961 -1.3775
H -1.9332 -0.2069 -7.1931
H 5.7278 -1.1805 1.2096
H 0.1123 -2.3337 3.5648
H -1.1383 -0.4892 0.1707
H 4.5598 -0.9867 -0.9057
H -2.4441 -4.6908 0.8044
H 1.7731 3.2749 -4.5556
H 0.2211 -2.2210 1.3608
H -4.7056 5.3193 2.4285
H 1.2262 -2.6215 -0.2128
H -0.7344 1.0690 -7.4971
H 5.7230 0.6944 1.5338
H -0.0388 2.6337 -2.2535
H 1.9265 1.3407 3.0596
H -0.2538 -1.4229 -8.4838
H -0.0950 -4.4655 -0.0690
H 1.9801 -1.7613 2.3920
H 1.0490 -0.4701 -7.7655
H -3.0614 0.5717 2.9118
H 0.3279 0.2946 -2.1614
H 2.6933 -1.2021 0.3390
H 1.9977 1.4709 -4.0196
H 1.2070 -2.3317 -6.3386
H -5.3470 -2.0841 1.7171
H 2.6884 1.3788 -2.0034
H 1.1814 -5.8091 4.9392
H 0.3450 2.1316 -4.4452
H -6.0520 -2.6718 0.0864
H -2.9667 5.0589 2.9281
H -1.3535 -3.9194 2.0686
H -5.5123 4.6375 0.4818
H -2.1055 3.0970 0.0187
H -1.7452 4.2757 1.3598
H -3.7450 5.0186 -0.0583



Record 5
A 2-piece molecular cluster, C6H14O2 overall in a non-equilibrium geometry. Source: the OMol25 dataset; level of theory: ωB97M-V/def2-TZVPD.

- Net charge: 0
- HOMO energy: -9.08 eV
- Energy above the lowest of the compared OMol25 structures with the same formula, charge and spin: 2.277 eV
- LUMO: 0.8 eV
- Structure (SMILES): C/C=C/CCCO.O

Atoms and positions in Å:
O -1.9901 -0.0036 -2.7980
O 3.2902 -1.2297 0.1452
C 0.0764 -0.8472 1.7422
C -0.9409 0.9672 -2.7696
C 0.5801 -0.7684 3.1274
C -0.1062 0.2682 1.0239
C -0.7768 0.1477 -0.3288
C -0.4760 1.2172 -1.2789
H -0.1026 -1.4324 3.7564
H -2.8558 0.4068 -2.8821
H -1.8376 0.1301 -0.0664
H -0.8903 2.1986 -0.9897
H 0.1799 1.2903 1.3269
H 2.8203 -1.9916 0.5039
H 2.5629 -0.5937 0.1007
H 0.6046 1.4117 -1.3636
H -1.3799 1.9522 -2.9753
H -0.7069 -0.8409 -0.7776
H 1.5230 -1.3265 3.2178
H -0.2442 0.5737 -3.5105
H 0.0926 -1.7729 1.2350
H 0.5774 0.2431 3.5610



Record 6
A 3-piece molecular cluster, C9H16 overall in a non-equilibrium geometry. Source: the OMol25 dataset; level of theory: ωB97M-V/def2-TZVPD.

- Net charge: 0
- HOMO energy: -8.47 eV
- Energy above the lowest of the compared OMol25 structures with the same formula, charge and spin: 3.748 eV
- LUMO: 0.8 eV
- Structure (SMILES): C=C(C)C.C=CC.C#C

Atoms and positions in Å:
C 0.3439 -0.0616 1.5330
C -0.1982 -0.7166 -1.4327
C 1.5743 2.5546 -0.6588
C 1.0143 -2.3986 -0.0626
C 0.3512 2.0496 -0.6052
C -0.8786 2.8083 -0.2254
C 0.1811 -0.4881 2.6514
C -0.1742 -1.5023 -0.3087
C -1.4773 -2.0085 0.2593
H 0.1425 0.9568 -1.0393
H 1.7932 3.5564 -0.3059
H 0.6412 -0.7296 -2.1153
H 0.5121 0.7532 0.7990
H -2.2652 -1.2635 0.1578
H 1.1376 -2.5751 1.0043
H 2.4198 1.9739 -1.0035
H -1.3878 2.3175 0.6040
H -1.1463 -0.4581 -1.8856
H -1.3625 -2.2592 1.3109
H -0.0039 -0.9528 3.5807
H 1.9304 -1.9540 -0.4471
H 0.8645 -3.3636 -0.5548
H -1.5839 2.8438 -1.0600
H -1.7888 -2.9100 -0.2730
H -0.6396 3.8277 0.0774



no.,gap between HOMO and LUMO (eV)
1,8.143
2,9.546
3,9.328
4,7.438
5,9.897
6,9.283